# 1
Entry from OMol25: C49H131B2CuN5O20V as an isolated structure in a non-equilibrium geometry (ωB97M-V with the def2-TZVPD basis set).

Its expectation value of S² is 0.776. As for the charge: -1. As for the spin multiplicity: 2. Its LUMO energy (alpha / beta) is 0.06605 / 0.06605 hartree. As for the HOMO-LUMO gap (alpha / beta): 6.98 / 7.00 eV.

Last column: Löwdin spin population.
Cartesian coordinates (Å):
O (-2.96246, 1.89926, -0.87591)  -0.19
V (-1.57208, 1.47271, -1.53976)  1.11
Cu (2.64358, 2.25627, -2.79464)  0.00
C (0.15084, 3.19042, -2.54186)  0.00
O (0.33347, 1.96748, -2.48332)  0.00
O (-1.02540, 3.54664, -2.21576)  0.00
O (1.08022, 3.97957, -2.81257)  0.01
B (-0.55501, 0.26771, 0.19808)  0.01
H (0.30368, 0.21654, -0.45328)  0.00
H (-1.44932, -0.08179, -0.29418)  0.01
H (-0.30775, -0.26808, 1.10142)  0.00
H (-0.72747, 1.27754, 0.53682)  0.00
B (-2.51468, 0.22413, -3.07169)  0.03
H (-2.57554, 1.29536, -3.18579)  0.00
H (-1.49358, -0.10087, -2.94526)  0.00
H (-2.97166, -0.04573, -2.13223)  0.01
H (-2.96241, -0.28482, -3.91118)  0.01
C (1.19846, 0.48842, -5.32584)  0.00
O (2.40971, 1.28474, -5.04665)  0.00
C (2.85173, 2.12542, -6.10300)  0.00
C (4.19467, 2.72347, -5.68578)  0.00
N (3.90084, 3.69358, -4.59773)  0.00
C (5.17419, 4.28626, -4.11573)  0.00
C (5.02822, 5.56084, -3.21699)  0.00
O (4.10882, 6.44229, -3.83195)  0.00
C (4.13978, 7.72071, -3.21923)  0.00
H (0.47207, 1.24295, -5.62774)  0.00
H (0.77859, 0.03959, -4.42564)  0.00
H (1.30264, -0.27756, -6.09429)  0.00
H (2.06805, 2.81960, -6.40640)  0.00
H (3.14905, 1.50310, -6.94704)  0.00
H (4.61300, 3.33199, -6.48753)  0.00
H (4.94188, 1.96016, -5.46871)  0.00
H (3.18046, 4.38662, -4.74211)  0.00
H (5.67695, 4.60650, -5.02830)  0.00
H (5.74861, 3.47778, -3.66352)  0.00
H (6.04213, 5.96081, -3.22718)  0.00
H (4.63637, 5.33469, -2.22532)  0.00
H (5.05592, 8.29879, -3.34008)  0.00
H (3.98141, 7.66170, -2.14241)  0.00
H (3.31061, 8.31085, -3.60949)  0.00
C (1.04160, 0.77365, 4.01023)  0.00
O (1.35095, 0.51564, 5.40867)  0.00
C (1.79533, -0.85169, 5.62996)  0.00
C (2.39301, -0.99468, 7.07723)  0.00
N (2.68894, -2.37968, 7.34487)  0.00
C (3.21515, -2.51531, 8.68411)  0.00
C (2.98939, -4.04715, 9.10271)  0.00
O (1.69036, -4.47585, 9.25295)  0.00
C (1.49339, -5.80823, 9.85567)  0.00
H (0.18104, 0.18881, 3.68543)  0.00
H (1.84377, 0.37442, 3.38955)  0.00
H (1.03024, 1.83769, 3.77405)  0.00
H (2.50948, -1.25564, 4.91238)  0.00
H (0.88455, -1.44362, 5.53948)  0.00
H (1.71163, -0.64158, 7.85127)  0.00
H (3.22688, -0.29344, 7.04507)  0.00
H (1.87638, -2.97953, 7.34819)  0.00
H (2.56488, -2.00689, 9.39597)  0.00
H (4.15833, -1.97452, 8.76191)  0.00
H (3.51487, -4.17232, 10.04945)  0.00
H (3.42945, -4.78008, 8.42650)  0.00
H (1.53801, -6.66365, 9.18160)  0.00
H (0.52393, -5.91766, 10.34175)  0.00
H (2.11596, -5.83163, 10.75007)  0.00
C (2.89949, 4.02321, 0.04655)  0.00
O (3.82253, 3.26154, -0.66703)  0.00
C (4.39597, 2.19025, 0.09874)  0.00
C (4.86523, 1.06908, -0.80916)  0.00
N (3.75323, 0.49166, -1.51268)  0.00
C (4.30759, -0.52204, -2.44305)  0.00
C (3.37427, -1.20927, -3.47787)  0.00
O (3.89551, -2.48363, -3.76517)  0.00
C (3.09819, -3.23622, -4.72808)  0.00
H (3.40999, 4.42415, 0.92218)  0.00
H (1.96882, 3.51055, 0.28976)  0.00
H (2.52233, 4.78313, -0.63783)  0.00
H (3.81362, 1.84182, 0.95171)  0.00
H (5.39168, 2.50781, 0.40826)  0.00
H (5.33843, 0.32456, -0.16894)  0.00
H (5.60527, 1.53402, -1.46052)  0.00
H (3.17601, 0.17735, -0.74578)  0.00
H (4.59451, -1.44673, -1.94233)  0.00
H (5.17335, -0.14382, -2.98667)  0.00
H (3.40361, -0.68761, -4.43448)  0.00
H (2.32025, -1.21368, -3.20018)  0.00
H (2.08397, -3.37164, -4.35242)  0.00
H (3.57259, -4.19203, -4.95050)  0.00
H (3.01693, -2.76891, -5.70947)  0.00
C (-1.81140, -5.73153, 1.50047)  0.00
O (-1.76667, -6.93832, 2.24142)  0.00
C (-2.10468, -8.14530, 1.63459)  0.00
C (-0.76830, -8.89977, 1.66591)  0.00
N (-0.79323, -10.26437, 1.15857)  0.00
C (-1.02567, -10.27786, -0.27331)  0.00
C (-0.56361, -11.64277, -0.85212)  0.00
O (0.84105, -11.97957, -0.59306)  0.00
C (1.94880, -11.18311, -1.10014)  0.00
H (-1.26267, -5.95783, 0.58626)  0.00
H (-1.36544, -4.98649, 2.15937)  0.00
H (-2.85411, -5.44241, 1.36907)  0.00
H (-2.51522, -8.08815, 0.62648)  0.00
H (-2.85673, -8.65241, 2.23905)  0.00
H (-0.37658, -9.04690, 2.67239)  0.00
H (0.06215, -8.46573, 1.10907)  0.00
H (0.08938, -10.73379, 1.30257)  0.00
H (-0.56838, -9.43163, -0.78602)  0.00
H (-2.10802, -10.18040, -0.35777)  0.00
H (-0.82765, -11.72186, -1.90670)  0.00
H (-1.18306, -12.38922, -0.35494)  0.00
H (2.21866, -11.56391, -2.08516)  0.00
H (2.86681, -11.48206, -0.59420)  0.00
H (1.74218, -10.11430, -1.15553)  0.00
C (2.36446, 8.56127, 0.37296)  0.00
O (1.15365, 8.26876, -0.18839)  0.00
C (0.73260, 6.87462, -0.26028)  0.00
C (-0.83003, 6.96423, -0.25444)  0.00
N (-1.44902, 7.10306, -1.64248)  0.00
C (-2.84338, 6.67704, -1.54244)  0.00
C (-3.80022, 6.91551, -2.83603)  0.00
O (-3.19256, 6.30841, -3.99250)  0.00
C (-3.92012, 6.60224, -5.19887)  0.00
H (2.58924, 9.62025, 0.24595)  0.00
H (3.24867, 8.07881, -0.04359)  0.00
H (2.23365, 8.36642, 1.43739)  0.00
H (1.05014, 6.43439, 0.68495)  0.00
H (1.24712, 6.30264, -1.03243)  0.00
H (-1.04624, 7.79979, 0.41129)  0.00
H (-1.17048, 6.03370, 0.19977)  0.00
H (-1.36115, 8.07493, -1.90296)  0.00
H (-3.33767, 7.35584, -0.84745)  0.00
H (-3.11974, 5.73565, -1.06758)  0.00
H (-4.00570, 7.97140, -3.01203)  0.00
H (-4.74138, 6.43085, -2.57638)  0.00
H (-4.56493, 7.47624, -5.10700)  0.00
H (-4.60214, 5.77145, -5.37977)  0.00
H (-3.19942, 6.62669, -6.01624)  0.00
C (-1.51495, -3.87530, -4.30878)  0.00
C (-1.50118, -3.20773, -5.67923)  0.00
C (-1.64742, -4.23707, -6.87986)  0.00
O (-2.62519, -2.39519, -5.69791)  0.00
H (-2.29943, -4.62268, -4.18999)  0.00
H (-1.61753, -3.13534, -3.51503)  0.00
H (-0.55889, -4.35874, -4.10795)  0.00
H (-0.62955, -2.55440, -5.71806)  0.00
H (-2.68561, -4.56601, -6.83457)  0.00
H (-0.93678, -5.05029, -6.73231)  0.00
H (-1.49889, -3.77105, -7.85396)  0.00
H (-2.48665, -1.75517, -4.99593)  0.00
C (-4.38826, -2.31069, -1.16939)  0.00
C (-5.05656, -2.24746, -2.55000)  0.00
C (-6.32762, -3.09776, -2.65203)  0.00
O (-5.51909, -0.91190, -2.69523)  0.00
H (-5.14285, -1.99097, -0.45073)  0.00
H (-3.47896, -1.71655, -1.07841)  0.00
H (-4.07863, -3.35413, -1.11054)  0.00
H (-4.30569, -2.54797, -3.28074)  0.00
H (-6.25190, -4.11326, -2.26326)  0.00
H (-6.49123, -3.13076, -3.72917)  0.00
H (-7.23940, -2.64859, -2.25834)  0.00
H (-4.73614, -0.36622, -2.59119)  0.00
C (-2.59816, -1.49217, 3.69665)  0.00
C (-2.99849, -0.65964, 2.48867)  0.00
C (-4.44509, -0.49924, 2.35490)  0.00
O (-2.33420, 0.58820, 2.72521)  0.00
H (-3.07495, -1.15724, 4.61784)  0.00
H (-1.54949, -1.55139, 3.98798)  0.00
H (-2.95142, -2.48509, 3.41840)  0.00
H (-2.70585, -1.03353, 1.50751)  0.00
H (-4.96271, -1.45263, 2.24905)  0.00
H (-4.78759, 0.12895, 1.53260)  0.00
H (-4.87494, -0.18469, 3.30590)  0.00
H (-1.60992, 0.60902, 2.09546)  0.00
C (3.18283, -3.25694, -0.00147)  0.00
C (1.85725, -2.49121, 0.03492)  0.00
C (0.83959, -2.94048, 1.16486)  0.00
O (2.14958, -1.17481, 0.32104)  0.00
H (3.23033, -4.11783, -0.66834)  0.00
H (3.30705, -3.55899, 1.03845)  0.00
H (4.04967, -2.63004, -0.21046)  0.00
H (1.42308, -2.52540, -0.96429)  0.00
H (0.47002, -3.94128, 0.94142)  0.00
H (-0.07851, -2.35352, 1.19056)  0.00
H (1.26634, -2.79673, 2.15749)  0.00
H (1.31271, -0.70782, 0.26468)  0.00
C (0.49919, 4.60258, 5.89490)  0.00
C (-0.08247, 3.47166, 6.82461)  0.00
C (-1.22641, 2.59173, 6.20932)  0.00
O (1.00600, 2.81279, 7.40279)  0.00
H (0.97411, 5.36564, 6.51158)  0.00
H (-0.23672, 5.35708, 5.61694)  0.00
H (1.16367, 4.16562, 5.14949)  0.00
H (-0.64994, 3.95253, 7.62138)  0.00
H (-1.53916, 2.02034, 7.08328)  0.00
H (-0.98480, 1.96918, 5.34783)  0.00
H (-2.04906, 3.22503, 5.87722)  0.00
H (1.37223, 2.17217, 6.78872)  0.00
C (-4.16848, 5.19908, 1.79688)  0.00
C (-5.33019, 4.96952, 0.85437)  0.00
C (-5.85130, 3.54172, 0.57767)  0.00
O (-6.38376, 5.66605, 1.41598)  0.00
H (-3.41085, 5.96451, 1.62891)  0.00
H (-3.59852, 4.28774, 1.97773)  0.00
H (-4.43042, 5.51089, 2.80795)  0.00
H (-4.97034, 5.40413, -0.07822)  0.00
H (-6.48498, 2.95130, 1.23945)  0.00
H (-5.01713, 2.92796, 0.23773)  0.00
H (-6.55500, 3.73612, -0.23173)  0.00
H (-6.52703, 5.43346, 2.33629)  0.00



# 2
Entry from OMol25: C49H32IrN5Se as an isolated structure in a non-equilibrium geometry (ωB97M-V with the def2-TZVPD basis set).

Its expectation value of S² is 8.937. As for the charge: +1. As for the spin multiplicity: 6. Its LUMO energy (alpha / beta) is -0.14259 / -0.20095 hartree. As for the HOMO-LUMO gap (alpha / beta): 4.62 / 4.58 eV.

Last column: Löwdin spin population.
Cartesian coordinates (Å):
Ir (11.70601, 12.46915, 10.99484)  1.41
C (16.35898, 8.21734, 7.11995)  0.09
C (16.75743, 9.46096, 7.60965)  -0.01
C (16.09648, 10.04254, 8.67768)  0.08
C (14.99227, 9.40022, 9.27912)  0.02
C (14.66016, 8.11067, 8.82968)  0.08
C (15.32761, 7.53018, 7.75514)  -0.01
C (14.15424, 10.15868, 10.25572)  0.37
C (14.53938, 11.40755, 10.87012)  0.15
C (15.84135, 11.73755, 11.40216)  0.09
C (15.77078, 13.03727, 11.91317)  0.15
C (14.42368, 13.53045, 11.77527)  0.06
C (13.90265, 14.80915, 12.09092)  0.17
C (14.54933, 15.70283, 13.17228)  0.01
C (15.09178, 16.98148, 12.91616)  0.01
C (15.66160, 17.71594, 13.95663)  0.00
C (15.65670, 17.20888, 15.26851)  0.01
C (15.18599, 15.93151, 15.51661)  0.00
C (14.66030, 15.17251, 14.46077)  0.02
C (12.78023, 15.24437, 11.35553)  0.01
N (11.70916, 14.42138, 10.84669)  0.11
C (10.70311, 15.26071, 10.30208)  -0.05
C (9.40028, 14.89054, 9.87091)  0.21
C (8.49569, 15.90159, 9.13533)  0.02
C (8.65744, 16.15416, 7.76840)  0.01
C (7.83557, 17.10036, 7.14456)  0.00
C (6.87924, 17.79676, 7.86522)  0.00
C (6.72248, 17.55373, 9.22712)  0.00
C (7.52919, 16.61979, 9.86052)  0.01
C (8.97787, 13.56557, 10.20456)  -0.01
C (7.61995, 13.09823, 10.10987)  0.13
C (7.58414, 11.76273, 10.48804)  0.02
C (8.91068, 11.31966, 10.81737)  0.12
N (9.76693, 12.45462, 10.63891)  0.11
C (9.28300, 9.96142, 11.12893)  0.08
C (10.64351, 9.61621, 11.15590)  0.05
C (11.18424, 8.25754, 11.29517)  0.00
C (12.54513, 8.30160, 11.06565)  0.03
C (12.88550, 9.69981, 10.68763)  0.07
N (11.73877, 10.47559, 10.89532)  0.12
C (8.22252, 8.86036, 11.16135)  0.01
C (8.03911, 8.00359, 10.05428)  0.00
C (7.06416, 7.01661, 10.08564)  0.00
C (6.27049, 6.82721, 11.22633)  0.00
C (6.48152, 7.62632, 12.34712)  0.00
C (7.44555, 8.65239, 12.31766)  0.00
C (11.20822, 16.63072, 10.38942)  0.00
C (12.45572, 16.61455, 11.00775)  -0.03
N (13.68351, 12.50848, 11.12176)  0.11
H (16.84222, 7.84190, 6.23340)  0.01
H (17.59801, 9.99167, 7.17009)  0.00
H (16.33414, 11.05564, 8.99587)  0.00
H (13.79971, 7.56767, 9.22134)  0.00
H (14.97615, 6.55684, 7.35830)  0.00
H (16.67175, 11.06377, 11.48748)  0.00
H (16.56956, 13.65146, 12.30888)  0.01
H (15.09101, 17.42646, 11.90054)  0.00
H (16.08758, 18.69892, 13.78129)  0.00
H (16.06581, 17.81689, 16.07316)  0.00
H (15.22649, 15.52837, 16.51067)  0.00
H (14.30926, 14.15956, 14.62502)  0.00
H (9.36237, 15.53911, 7.20721)  0.00
H (7.94518, 17.24990, 6.06465)  0.00
H (6.21444, 18.52251, 7.36977)  0.00
H (6.01286, 18.13230, 9.83058)  0.00
H (7.36894, 16.43382, 10.92335)  0.00
H (6.78546, 13.72258, 9.83895)  0.01
H (6.72860, 11.14111, 10.54735)  0.00
H (10.63880, 7.39249, 11.60028)  0.00
H (13.25142, 7.48867, 11.17717)  0.00
H (8.70632, 8.08674, 9.18132)  0.00
H (6.88039, 6.37983, 9.20510)  0.00
H (5.49912, 6.07121, 11.23079)  0.00
H (5.95664, 7.37987, 13.27021)  0.00
H (7.64011, 9.25965, 13.19932)  0.00
H (10.57794, 17.45898, 10.09300)  0.00
H (13.10309, 17.43292, 11.25506)  0.00
Se (11.50382, 11.72550, 13.86954)  0.91
C (11.79376, 12.36238, 15.62493)  0.11
C (10.86585, 13.28688, 16.15585)  0.05
C (10.77062, 13.38965, 17.52981)  0.00
N (11.56775, 12.74165, 18.37925)  0.03
C (12.50864, 11.94234, 17.88274)  0.00
C (12.70682, 11.72794, 16.50687)  0.04
H (10.17304, 13.84565, 15.51413)  0.00
H (10.03895, 14.04547, 17.99499)  0.00
H (13.09859, 11.40652, 18.60634)  0.00
H (13.49535, 11.04270, 16.17497)  0.00